(1)
{"formula": "C13H17Cl2N3O2", "method": "ωB97M-V/def2-TZVPD", "total_energy_ev": -47366.67914, "total_charge": 0, "smiles": "CCOC(=O)/C(=N\\C(C)C)NNc1cc(Cl)ccc1Cl", "orbital_gap_ev": 8.96, "e_above_lowest_kcal_mol": 4.2, "symbols": ["C", "C", "H", "H", "O", "C", "O", "C", "N", "C", "C", "H", "H", "H", "C", "H", "H", "H", "H", "N", "N", "C", "C", "C", "C", "C", "C", "Cl", "H", "H", "Cl", "H", "H", "H", "H", "H", "H"], "coordinates": [[4.569133, -3.095098, -1.646096], [3.101183, -3.239058, -1.996728], [2.780881, -4.285567, -1.951171], [2.885420, -2.859809, -3.001431], [2.333023, -2.486460, -1.049633], [1.020559, -2.393551, -1.282108], [0.471153, -2.886242, -2.232302], [0.356115, -1.574329, -0.191164], [-0.695251, -1.796755, 0.475149], [-1.587676, -2.919067, 0.350043], [-2.463501, -2.775014, -0.896530], [-2.957346, -1.806115, -0.893987], [-1.851967, -2.855549, -1.791190], [-3.218704, -3.556645, -0.908448], [-0.889738, -4.281983, 0.376803], [-0.374019, -4.474435, -0.559494], [-1.628879, -5.065033, 0.525960], [-0.171474, -4.322502, 1.194172], [-2.229586, -2.842735, 1.239193], [1.040483, -0.404473, 0.052974], [0.648304, 0.366338, 1.145639], [-0.103086, 1.501496, 0.898093], [-0.053027, 2.153249, -0.332595], [-0.741214, 3.337914, -0.520614], [-1.489063, 3.908542, 0.496208], [-1.545463, 3.267473, 1.722382], [-0.863484, 2.082990, 1.919925], [-0.954407, 1.295356, 3.459970], [-2.126295, 3.689111, 2.527402], [-2.019206, 4.832377, 0.335047], [-0.660567, 4.117471, -2.058338], [0.515990, 1.717910, -1.137698], [0.268674, -0.204115, 1.901286], [2.037869, -0.411594, -0.124358], [4.872504, -2.053185, -1.706149], [4.749943, -3.453426, -0.636218], [5.166376, -3.677477, -2.341277]], "forces_ev_per_a": [[-0.45, 0.08, 0.09], [0.25, -0.28, -0.49], [-0.01, 0.17, -0.03], [0.01, -0.10, 0.16], [0.08, 0.22, 0.35], [-0.15, -0.33, -0.39], [0.09, 0.18, 0.31], [-0.71, -0.13, 0.43], [0.50, 0.30, -0.18], [-0.27, -0.46, -0.14], [0.06, 0.06, 0.24], [-0.09, 0.07, -0.03], [0.00, -0.02, -0.06], [-0.12, -0.07, -0.03], [-0.07, 0.26, 0.11], [0.03, -0.09, -0.08], [-0.04, -0.11, 0.00], [0.04, -0.06, 0.08], [0.05, -0.16, -0.22], [0.55, 0.74, -0.02], [0.33, -0.55, 0.24], [-0.18, 0.42, -0.16], [-0.09, 0.00, 0.01], [-0.04, -0.19, 0.36], [0.01, 0.02, -0.05], [0.08, -0.06, -0.15], [0.06, -0.03, -0.17], [-0.01, -0.08, 0.17], [-0.04, 0.00, 0.10], [-0.04, 0.09, -0.04], [0.01, 0.12, -0.24], [0.05, -0.01, -0.06], [0.11, 0.03, -0.30], [-0.22, -0.03, 0.20], [0.08, 0.08, -0.02], [0.08, -0.04, 0.08], [0.07, -0.05, -0.06]], "lowdin_charge": [-0.0607, -0.2108, 0.1317, 0.1298, -0.0024, -0.4143, 0.1306, -0.2389, 0.1407, -0.4400, -0.0550, 0.0771, 0.0624, 0.0767, -0.0567, 0.0636, 0.0780, 0.0792, 0.1278, 0.0334, 0.0117, -0.2720, -0.0496, -0.6798, -0.1200, -0.1061, -0.5975, 0.7034, 0.1066, 0.1021, 0.6758, 0.1038, 0.0872, 0.1453, 0.0783, 0.0792, 0.0798]}

=====

(2)
{"formula": "C13H17F3O9S", "method": "ωB97M-V/def2-TZVPD", "total_energy_ev": -51158.15619, "total_charge": 0, "smiles": "CCCCO[C@]1(C)OC(=O)O[C@@]1(CC(=O)OC(C)=O)S(=O)(=O)C(F)(F)F", "orbital_gap_ev": 9.24, "e_above_lowest_kcal_mol": 172.9, "symbols": ["C", "C", "C", "C", "O", "C", "C", "O", "C", "O", "O", "C", "C", "C", "O", "O", "C", "C", "O", "S", "O", "O", "C", "F", "F", "F", "H", "H", "H", "H", "H", "H", "H", "H", "H", "H", "H", "H", "H", "H", "H", "H", "H"], "coordinates": [[-5.025211, 1.173828, -0.445805], [-4.248633, 0.157397, -1.522406], [-2.965305, 1.003725, -2.099181], [-1.676940, 0.086321, -2.543189], [-0.921651, -0.268388, -1.331881], [0.341267, 0.477973, -1.217937], [0.319890, 2.129906, -1.268061], [1.433440, 0.190474, -2.206449], [2.754386, 0.317472, -1.506319], [3.956396, 0.348245, -2.087292], [2.383439, 0.334974, -0.052312], [1.013518, -0.250199, 0.129494], [1.385174, -1.875088, -0.011390], [2.813969, -2.274615, 0.693329], [3.875948, -2.415769, -0.141859], [3.048671, -2.511010, 2.126083], [3.492562, -1.298439, 2.830880], [4.616366, -0.219493, 2.303490], [2.941504, -1.089341, 4.059081], [0.100999, 0.188728, 1.734715], [-1.055027, 1.236250, 1.501801], [1.100166, 0.919378, 2.712080], [-0.716465, -1.289138, 2.564312], [-1.678554, -1.847181, 1.542757], [0.225606, -2.304079, 3.089455], [-1.565574, -0.797303, 3.689301], [-4.459370, 1.183218, 0.600411], [-5.028232, 2.298825, -0.824610], [-6.154695, 0.873486, -0.314484], [-3.978226, -0.872773, -1.032625], [-5.009326, 0.051901, -2.433967], [-2.615548, 1.716276, -1.209307], [-3.231064, 1.738652, -2.991922], [-0.973722, 0.607542, -3.344438], [-2.105238, -0.933569, -2.981927], [1.198548, 2.600547, -1.893583], [-0.681987, 2.567943, -1.745378], [0.378447, 2.629589, -0.185878], [0.563879, -2.573184, 0.444769], [1.483999, -2.198204, -1.156562], [4.137218, 0.860206, 2.387390], [4.926433, -0.354293, 1.179764], [5.598943, -0.320793, 2.959652]], "forces_ev_per_a": [[0.19, 0.04, 0.16], [-0.92, 1.87, -0.61], [0.88, 0.53, 0.57], [-1.54, -0.01, -0.82], [2.85, 1.91, -1.72], [-0.34, -0.30, 1.31], [-0.92, 1.41, 0.83], [2.34, -0.27, 2.00], [2.33, -0.53, -2.25], [-9.07, -0.02, 4.72], [0.52, -0.02, -1.66], [2.22, -1.02, -3.26], [-0.88, -1.22, 0.43], [6.45, -0.39, -4.40], [-7.19, 0.80, 5.57], [-0.47, 3.19, -2.13], [-2.42, 1.90, 7.00], [-0.15, -0.16, -0.74], [3.79, -1.91, -8.48], [0.23, 9.86, 3.47], [3.52, -5.08, -0.15], [-2.94, -4.15, -3.70], [-2.77, -3.03, 1.97], [3.44, 1.40, 3.47], [-3.64, 3.61, -2.17], [3.38, -1.76, -4.14], [-1.30, -0.14, -2.24], [0.12, -2.45, 0.56], [2.33, 0.45, -0.09], [-0.45, 2.10, -1.05], [1.70, -0.30, 2.01], [-0.57, -1.60, -1.89], [0.23, -1.74, 1.80], [-1.55, -1.11, 1.74], [1.15, 2.17, 0.84], [-1.66, -1.47, 1.21], [2.15, -1.35, 1.06], [-0.20, -1.41, -2.29], [1.39, 1.45, -0.79], [-0.05, 1.10, 2.64], [0.94, -2.47, 0.17], [-0.75, -0.06, 2.24], [-2.38, 0.15, -1.19]], "lowdin_charge": [-0.1528, -0.2351, -0.1985, -0.1676, -0.1206, -0.3402, 0.0193, -0.0075, -0.1970, 0.0753, -0.0486, -0.2526, 0.0172, -0.2004, 0.0212, 0.0065, -0.2534, -0.0063, -0.0240, 0.9605, -0.3328, -0.3202, -0.2737, -0.0043, 0.0431, 0.0394, 0.0854, 0.0820, 0.0732, 0.1151, 0.1131, 0.1071, 0.1296, 0.1467, 0.1482, 0.1159, 0.1047, 0.1159, 0.1313, 0.1743, 0.1113, 0.0852, 0.1143]}

=====

> Number 1 is which compound?

C13H17Cl2N3O2